Below is C8H4F6MnN2O6S2 as an isolated structure, with properties calculated with wB97M-V/def2-TZVPD.

Structure (XYZ):
```
29
Properties=species:S:1:pos:R:3:forces:R:3:mulliken_charge:R:1
Mn -0.3233 1.2082 1.0770 0.374 -0.166 0.257 1.100
S -1.5543 3.2140 -0.8298 -0.128 0.138 0.202 1.065
S -3.4008 1.6954 0.6084 0.029 0.120 -0.030 1.126
F -5.0048 0.7600 -1.2123 -0.005 0.024 -0.003 -0.180
F -1.6546 5.3982 0.6548 -0.084 0.047 -0.062 -0.180
F -0.6848 3.6753 1.5618 -0.025 0.018 -0.202 -0.246
F 0.3286 4.8272 0.0151 0.040 -0.009 -0.075 -0.176
F -4.0749 -0.7450 0.0415 -0.008 0.033 -0.001 -0.194
F -2.9140 0.2545 -1.4936 0.003 -0.009 0.014 -0.209
O -4.4789 1.9454 1.4820 0.002 -0.035 0.023 -0.540
O -1.5576 3.7720 -2.1210 0.036 0.026 0.015 -0.529
O 3.4231 0.6163 1.8875 -0.021 0.036 -0.021 -0.500
O 1.4694 1.3152 1.0224 -0.016 0.108 -0.246 -0.625
O -0.6209 2.0638 -0.6165 0.119 0.041 -0.152 -0.517
O -2.2081 1.0449 1.2671 -0.260 -0.145 0.136 -0.682
N 0.0605 0.0544 2.6643 -0.191 0.067 -0.093 -0.261
N -2.9723 2.9340 -0.2327 0.061 -0.150 -0.095 -0.426
C 0.9371 -1.5242 4.7311 -0.018 0.009 -0.013 -0.175
C 1.8581 -0.9006 3.8968 0.032 -0.025 0.040 -0.625
C -0.4212 -1.3406 4.5117 0.022 0.002 0.001 -0.751
C -0.8476 4.4078 0.4007 0.053 -0.086 0.214 0.775
C 2.2375 0.6287 1.8932 -0.050 -0.107 0.148 0.307
C -0.8352 -0.5413 3.4637 -0.024 -0.007 0.007 -0.075
C -3.8999 0.3905 -0.6128 0.024 -0.004 0.014 0.720
C 1.3779 -0.1188 2.8763 0.021 0.065 -0.066 0.903
H -1.1621 -1.8095 5.1426 0.006 -0.003 0.007 0.428
H 2.9272 -1.0057 4.0205 0.001 0.007 -0.009 0.492
H -1.8801 -0.3653 3.2498 0.008 0.006 -0.012 0.522
H 1.2774 -2.1477 5.5467 -0.002 -0.001 0.001 0.453
```
Positions in Å, forces in eV/Å.

## Properties
E_HOMO (spin up / spin down)   -14.8 / -14.8 eV
LUMO (spin up / spin down)   -6.125 / -5.582 eV
Energy   -92914.8898 eV
2S+1   5
Net charge   +1
ΔE to the lowest compared entry with this formula, charge and spin   0.0 kcal per mole
Orbital gap (spin up / spin down)   0.3170 / 0.3371 Ha